Entry 1:
Density functional theory data (the ωB97M-V functional and the def2-TZVPD basis) for a structure of composition C40H43BN7NiOP2S.

XYZ file:
```
96
Properties=species:S:1:pos:R:3
Ni 0.9011 0.1918 0.7488
C -2.2578 -2.0031 -6.1286
S -3.0511 -0.4558 -5.6510
C -3.3959 -0.8075 -3.9123
C -2.1459 -0.7978 -3.0462
C -2.4685 -1.0755 -1.5784
N -1.3708 -0.7674 -0.6522
P -1.0194 0.7558 0.0402
C -1.2089 2.0699 -1.1829
C -0.0851 2.6927 -1.7140
C -0.2208 3.6596 -2.6996
C -1.4834 4.0034 -3.1588
C -2.6142 3.4025 -2.6154
C -2.4800 2.4483 -1.6223
C -2.3416 1.1173 1.2190
C -3.2350 0.1418 1.6533
C -4.1918 0.4534 2.6081
C -4.2523 1.7339 3.1401
C -3.3625 2.7095 2.7114
C -2.4126 2.4054 1.7493
P 0.1979 -1.4185 -0.5102
C 0.8469 -1.6623 -2.1854
C 0.8523 -2.9194 -2.7892
C 1.2226 -3.0487 -4.1195
C 1.5801 -1.9274 -4.8569
C 1.5745 -0.6728 -4.2614
C 1.2125 -0.5441 -2.9314
C 0.1682 -3.0707 0.1903
C 1.3989 -3.6457 0.5006
C 1.4422 -4.9127 1.0582
C 0.2621 -5.6049 1.3014
C -0.9630 -5.0256 1.0043
C -1.0127 -3.7524 0.4564
H -1.9877 -1.9070 -7.1786
H -2.9433 -2.8425 -6.0184
H -1.3482 -2.1824 -5.5561
H -3.9288 -1.7591 -3.8339
H -4.0904 -0.0286 -3.5877
H -1.6585 0.1752 -3.1344
H -1.4350 -1.5379 -3.4138
H -2.7665 -2.1176 -1.4423
H -3.3227 -0.4655 -1.2693
H 0.9004 2.4252 -1.3451
H 0.6564 4.1458 -3.1052
H -1.5908 4.7511 -3.9332
H -3.5987 3.6867 -2.9624
H -3.3644 2.0053 -1.1789
H -3.1856 -0.8601 1.2435
H -4.8905 -0.3041 2.9377
H -4.9981 1.9738 3.8861
H -3.4146 3.7109 3.1178
H -1.7330 3.1769 1.4027
H 0.5647 -3.7988 -2.2283
H 1.2301 -4.0274 -4.5808
H 1.8637 -2.0308 -5.8960
H 1.8487 0.2034 -4.8339
H 1.1895 0.4370 -2.4697
H 2.3188 -3.0988 0.3168
H 2.3962 -5.3580 1.3066
H 0.2991 -6.5968 1.7320
H -1.8811 -5.5608 1.2069
H -1.9710 -3.2892 0.2555
B 3.1188 -0.6347 3.0156
N 3.5875 -0.6419 1.5313
C 4.8305 -0.9127 1.1169
C 4.9355 -0.5990 -0.2277
C 3.6702 -0.1330 -0.5658
N 2.8667 -0.1506 0.5011
N 1.7603 -1.3799 3.1525
C 1.4415 -2.2723 4.1000
C 0.0733 -2.4767 4.0736
C -0.3738 -1.6392 3.0527
N 0.6481 -0.9823 2.5030
H 2.9914 0.5100 3.3854
H 3.9378 -1.2388 3.6548
H 5.5559 -1.3004 1.8115
H 5.7954 -0.6984 -0.8656
H 3.3091 0.1986 -1.5253
H 2.2072 -2.6889 4.7321
H -0.5077 -3.1321 4.6981
H -1.3744 -1.4971 2.6774
N 2.3995 5.5051 5.0401
C 1.9625 5.5772 3.7612
O 1.7395 6.6091 3.1686
C 1.7399 4.2474 3.0871
C 2.3238 4.0020 1.8502
C 2.0618 2.8063 1.2177
N 1.2467 1.8807 1.7392
C 0.6837 2.1147 2.9235
C 0.9098 3.2806 3.6317
H 2.5820 6.3643 5.5320
H 2.6645 4.6332 5.4618
H 2.9676 4.7366 1.3872
H 2.5260 2.5569 0.2731
H 0.0441 1.3326 3.3104
H 0.4307 3.4238 4.5910
```

Output
calculated total energy	-125787.409	eV
ΔE to the lowest compared entry with this formula, charge and spin	0.0	kJ/mol
charge	+1
Kohn-Sham gap (spin up / spin down)	8.0 / 8.0	eV
lowest unoccupied orbital energy (spin up / spin down)	-0.096 / -0.096	Ha
HOMO level (spin up / spin down)	-10.59 / -10.59	eV

Atomic partial charges in e from the Löwdin method, atoms 1 to 4:
1. Ni 0.125
2. C -0.406
3. S 0.810
4. C -0.513


Entry 2:
Density functional theory data (the ωB97M-V functional and the def2-TZVPD basis) for a structure of composition C40H43ClHfNO7PS2.

XYZ file:
```
96
Properties=species:S:1:pos:R:3
Hf -0.3870 -0.1700 0.5645
N -2.2717 0.2954 1.8791
C -1.8768 1.2735 2.9259
C -0.3666 1.1381 3.1514
O 0.1300 1.0204 4.2387
O 0.3019 1.1288 2.0083
H -3.0909 0.6237 1.3698
H -2.5274 -0.5834 2.3195
H -2.4159 1.1321 3.8596
H -2.0872 2.2716 2.5397
O 0.9945 -1.6582 -0.2113
S 2.4938 -1.9165 -0.4780
C 2.7028 -3.6613 -0.0789
C 2.4388 -3.9417 1.3997
C 0.9534 -4.1605 1.7117
C 0.5481 -3.9195 3.1606
S 0.2894 -2.1634 3.6007
O -0.1498 -1.5391 2.2747
C 1.9543 -1.6353 3.9483
C 2.6551 -0.7823 3.1150
C 3.9397 -0.4042 3.4752
C 4.5031 -0.8736 4.6528
C 3.7801 -1.7116 5.4903
C 2.4914 -2.0883 5.1462
C 2.7240 -1.9243 -2.2262
C 3.8234 -1.2135 -2.6949
C 4.0763 -1.1942 -4.0582
C 3.2197 -1.8571 -4.9263
C 2.1105 -2.5442 -4.4452
C 1.8595 -2.5899 -3.0860
H 3.7472 -3.8459 -0.3430
H 2.0791 -4.2555 -0.7502
H 2.8648 -3.1392 2.0029
H 2.9985 -4.8404 1.6656
H 0.6886 -5.1934 1.4738
H 0.3332 -3.5286 1.0762
H 1.2676 -4.2982 3.8896
H -0.4128 -4.3889 3.3770
H 2.1998 -0.3841 2.2220
H 4.4960 0.2730 2.8408
H 5.5038 -0.5700 4.9286
H 4.2097 -2.0589 6.4196
H 1.9133 -2.7144 5.8167
H 4.4729 -0.6891 -2.0043
H 4.9366 -0.6615 -4.4399
H 3.4148 -1.8378 -5.9904
H 1.4409 -3.0430 -5.1320
H 0.9851 -3.1019 -2.7073
Cl 1.5296 1.2756 -0.9750
C 0.5401 1.7411 -2.3812
C 1.0316 1.4799 -3.6378
C 0.2387 1.8485 -4.7200
C -0.9930 2.4488 -4.5153
C -1.4568 2.6907 -3.2285
C -0.6870 2.3370 -2.1273
P -1.1854 2.5052 -0.3929
C -2.9517 2.9035 -0.3988
C -3.8445 1.8956 -0.7780
C -5.2097 2.1337 -0.7653
C -5.6929 3.3730 -0.3631
C -4.8113 4.3739 0.0162
C -3.4414 4.1454 -0.0036
C -0.3191 4.0149 0.1389
C -0.0942 4.2854 1.4879
C 0.5282 5.4599 1.8771
C 0.9429 6.3779 0.9228
C 0.7274 6.1193 -0.4224
C 0.0987 4.9473 -0.8132
H 1.9889 0.9968 -3.7743
H 0.5894 1.6576 -5.7250
H -1.6019 2.7306 -5.3634
H -2.4252 3.1518 -3.0782
H -3.4604 0.9386 -1.1150
H -5.8982 1.3586 -1.0764
H -6.7585 3.5589 -0.3524
H -5.1877 5.3401 0.3238
H -2.7585 4.9334 0.2871
H -0.3950 3.5840 2.2518
H 0.6944 5.6553 2.9280
H 1.4328 7.2928 1.2278
H 1.0447 6.8320 -1.1716
H -0.0686 4.7666 -1.8669
C -1.6567 -3.9207 -1.3779
C -2.1854 -2.5300 -1.0909
C -3.6778 -2.4066 -1.3521
O -1.8931 -2.1508 0.2901
C -1.4210 -1.4668 -1.8956
O -0.9746 -1.6580 -2.9942
O -1.3250 -0.3315 -1.2347
H -2.2599 -4.6796 -0.8760
H -0.6208 -4.0096 -1.0480
H -1.6978 -4.1057 -2.4499
H -4.2289 -3.0874 -0.7001
H -3.9024 -2.6749 -2.3835
H -4.0221 -1.3882 -1.1703
H -2.2361 -2.8179 0.8950
```

Output
calculated total energy	-102782.231	eV
ΔE to the lowest compared entry with this formula, charge and spin	0.0	kJ/mol
charge	+2
Kohn-Sham gap	8.8	eV
lowest unoccupied orbital energy	-0.169	Ha
HOMO level	-13.38	eV

Atomic partial charges in e from the Löwdin method, atoms 1 to 4:
1. Hf 1.614
2. N -0.029
3. C -0.102
4. C -0.632


Entry 3:
Density functional theory data (the ωB97M-V functional and the def2-TZVPD basis) for a structure of composition C40H44BCl3N4OTl.

XYZ file:
```
94
Properties=species:S:1:pos:R:3
Tl -0.0897 -0.5249 -0.3396
Cl 0.8409 -1.2271 4.9167
C 2.0837 -0.9205 3.7537
C 3.3955 -0.9059 4.1819
C 4.4075 -0.6576 3.2803
Cl 6.0510 -0.6481 3.8638
C 4.1446 -0.4442 1.9200
C 5.1341 -0.2110 0.9406
C 4.7531 -0.0540 -0.3707
C 3.4015 -0.1253 -0.6974
N 2.4447 -0.3142 0.1956
C 2.7841 -0.4741 1.4899
C 1.6955 -0.6982 2.4145
O 0.4855 -0.7205 2.0412
H 3.6261 -1.0977 5.2184
H 6.1725 -0.1527 1.2348
H 5.4817 0.1334 -1.1451
H 3.0721 -0.0223 -1.7247
Cl -5.7276 -3.7444 -0.0317
C -5.0051 -2.1917 0.2136
C -5.8175 -1.0830 0.4206
C -5.1863 0.1440 0.5738
C -3.8046 0.1966 0.5152
N -3.0349 -0.8699 0.3314
C -3.6259 -2.0479 0.1870
H -6.8943 -1.1759 0.4602
H -5.7645 1.0430 0.7339
H -3.2825 1.1338 0.6160
H -2.9796 -2.9014 0.0441
C 3.1912 5.3274 2.3154
C 2.9170 3.9094 1.7941
C 4.2422 3.1630 1.6299
C 1.9559 3.1977 2.7243
C 2.3521 2.9294 4.0268
C 1.4776 2.3803 4.9418
C 0.1787 2.1103 4.5659
C -0.2544 2.3485 3.2703
C -1.7021 2.1142 2.9093
C -2.1433 0.6929 3.2472
C -2.5973 3.1432 3.6080
C 0.6460 2.8751 2.3350
N 0.2191 3.1401 1.0155
B 0.0043 2.2616 -0.1119
N -0.2970 3.2077 -1.1782
C -0.2735 4.5016 -0.6732
C 0.0271 4.4585 0.6353
C -0.4436 3.0571 -2.5684
C -1.6136 2.5160 -3.1199
C -1.7685 2.4946 -4.4973
C -0.7785 2.9661 -5.3373
C 0.3907 3.4582 -4.7937
C 0.5708 3.5198 -3.4204
C 1.8735 4.0541 -2.8727
C 2.0727 5.5233 -3.2541
C 3.0387 3.1980 -3.3677
C -2.7186 2.0119 -2.2246
C -3.8627 3.0277 -2.1768
C -3.2170 0.6338 -2.6542
H 3.8083 5.8799 1.6082
H 3.7174 5.2847 3.2669
H 2.2636 5.8766 2.4628
H 2.4564 3.9911 0.8039
H 4.6902 2.9371 2.5944
H 4.9439 3.7772 1.0645
H 4.0903 2.2306 1.0956
H 3.3585 3.1711 4.3404
H 1.8006 2.1825 5.9539
H -0.5083 1.7108 5.2982
H -1.8021 2.2573 1.8284
H -2.0388 0.4829 4.3086
H -1.5342 -0.0143 2.6906
H -3.1895 0.5470 2.9800
H -2.5121 3.0572 4.6890
H -3.6387 2.9827 3.3284
H -2.3166 4.1552 3.3191
H -0.5049 5.3479 -1.2954
H 0.1094 5.2690 1.3376
H -2.6876 2.1184 -4.9257
H -0.9171 2.9423 -6.4103
H 1.1743 3.8062 -5.4510
H 1.8514 3.9848 -1.7829
H 2.1509 5.6394 -4.3336
H 2.9818 5.9120 -2.8000
H 1.2321 6.1207 -2.9064
H 3.0865 3.1928 -4.4533
H 2.9183 2.1748 -3.0230
H 3.9803 3.5836 -2.9845
H -2.3039 1.9144 -1.2201
H -4.2851 3.1891 -3.1677
H -3.5019 3.9849 -1.8006
H -4.6480 2.6700 -1.5123
H -3.4923 0.6048 -3.7038
H -4.0840 0.3449 -2.0651
H -2.4336 -0.1002 -2.4819
```

Output
calculated total energy	-93143.838	eV
ΔE to the lowest compared entry with this formula, charge and spin	0.0	kJ/mol
charge	-1
Kohn-Sham gap	5.4	eV
lowest unoccupied orbital energy	0.087	Ha
HOMO level	-3.04	eV

Atomic partial charges in e from the Löwdin method, atoms 1 to 4:
1. Tl 0.650
2. Cl 0.694
3. C -0.594
4. C -0.150


Entry 4:
Density functional theory data (the ωB97M-V functional and the def2-TZVPD basis) for a structure of composition C40H44IIrN2OPSi.

XYZ file:
```
91
Properties=species:S:1:pos:R:3
Ir -0.5780 -0.4050 0.4514
I 0.0007 -1.4067 3.0855
C 1.8168 -0.6681 3.9223
C 1.7371 -0.4905 5.2825
C 2.8797 -0.2408 6.0436
C 4.0942 -0.2327 5.4235
C 4.2024 -0.3888 4.0262
C 5.4875 -0.3908 3.4457
C 5.6346 -0.4856 2.0919
C 4.5004 -0.5450 1.2797
C 3.2170 -0.5734 1.7943
P 1.9485 -0.5109 0.4272
C 2.5484 0.9543 -0.4878
C 2.0006 2.1753 -0.1020
C 2.3131 3.3351 -0.7848
C 3.1667 3.2843 -1.8750
C 3.7351 2.0785 -2.2489
C 3.4372 0.9185 -1.5568
C 2.4653 -1.9370 -0.5752
C 2.9936 -3.0907 -0.0007
C 3.2700 -4.1935 -0.7898
C 3.0276 -4.1565 -2.1536
C 2.4976 -3.0124 -2.7287
C 2.2097 -1.9130 -1.9449
C 3.0320 -0.5487 3.2061
H 0.7813 -0.5741 5.7731
H 2.7934 -0.1033 7.1096
H 5.0009 -0.1037 5.9931
H 6.3485 -0.3086 4.0951
H 6.6135 -0.4872 1.6383
H 4.6399 -0.5686 0.2074
H 1.3081 2.1974 0.7330
H 1.8828 4.2762 -0.4794
H 3.3887 4.1834 -2.4285
H 4.4099 2.0381 -3.0905
H 3.8819 -0.0138 -1.8717
H 3.2014 -3.1262 1.0598
H 3.6665 -5.0903 -0.3376
H 3.2539 -5.0140 -2.7686
H 2.2988 -2.9760 -3.7891
H 1.7753 -1.0289 -2.3817
O -0.4059 -0.7750 -1.7544
C -1.0021 -1.4891 -2.6282
C -0.7937 -1.1634 -3.9962
C -1.3941 -1.8617 -5.0058
C -2.2129 -2.9517 -4.7142
C -2.4402 -3.3018 -3.4039
C -1.8720 -2.5892 -2.3403
C -2.1796 -2.9601 -0.9843
N -1.8341 -2.3535 0.1503
C -2.4102 -3.0569 1.1648
C -3.1066 -4.1093 0.6544
N -2.9623 -4.0314 -0.6955
H -0.1669 -0.3096 -4.1980
H -1.2390 -1.5630 -6.0291
H -2.6824 -3.5053 -5.5109
H -3.0975 -4.1410 -3.2228
H -2.3085 -2.7647 2.1930
H -3.6651 -4.8907 1.1244
H -3.3577 -4.6651 -1.3710
C -3.7179 0.2416 -0.6437
Si -2.3128 1.3356 0.1450
C -3.1636 2.0402 1.8444
C -2.4517 3.2595 2.4168
C -4.6077 2.4140 1.5361
C -3.1361 0.9263 2.8889
C -2.0310 2.7721 -1.2327
C -3.3550 3.1786 -1.8764
C -1.1269 2.1843 -2.3131
C -1.3672 4.0149 -0.6490
H -4.5939 0.8247 -0.9072
H -4.0274 -0.5426 0.0411
H -3.3477 -0.2314 -1.5479
H -2.5833 4.1228 1.7734
H -1.3856 3.0798 2.5431
H -2.8773 3.5093 3.3906
H -4.6671 3.1789 0.7664
H -5.0752 2.8169 2.4353
H -5.1837 1.5505 1.2200
H -2.1327 0.8162 3.2918
H -3.4496 -0.0291 2.4753
H -3.7993 1.1703 3.7177
H -3.8390 2.3356 -2.3598
H -3.1683 3.9343 -2.6401
H -4.0434 3.6071 -1.1523
H -1.5909 1.3134 -2.7658
H -0.1671 1.8799 -1.9004
H -0.9496 2.9209 -3.0972
H -2.0740 4.5928 -0.0613
H -1.0067 4.6587 -1.4513
H -0.5242 3.7543 -0.0169
```

Output
calculated total energy	-75322.114	eV
ΔE to the lowest compared entry with this formula, charge and spin	0.0	kJ/mol
charge	+1
Kohn-Sham gap (spin up / spin down)	5.8 / 5.7	eV
lowest unoccupied orbital energy (spin up / spin down)	-0.151 / -0.154	Ha
HOMO level (spin up / spin down)	-9.92 / -9.93	eV

Atomic partial charges in e from the Löwdin method, atoms 1 to 4:
1. Ir 0.634
2. I 1.178
3. C -0.540
4. C -0.157


Entry 5:
Density functional theory data (the ωB97M-V functional and the def2-TZVPD basis) for a structure of composition C40H44N7O14Sr.

XYZ file:
```
106
Properties=species:S:1:pos:R:3
N 5.9489 0.3333 -4.4902
H 6.0765 -0.5444 -4.9733
H 6.0528 1.0930 -5.1475
H 6.6497 0.3640 -3.7635
H 5.0265 0.1628 -4.1157
Sr 3.1340 -5.0469 -4.0797
C -0.9100 -0.9516 -1.7605
C 0.4725 -0.3271 -2.1436
O 1.3080 -1.1562 -2.9029
H -1.5125 -1.2482 -2.6190
H -1.5645 -0.3363 -1.1430
H -0.7328 -1.7680 -1.0603
H 0.8789 -0.0170 -1.1810
H 0.3179 0.6436 -2.6147
C 4.4438 -3.6087 1.0769
C 5.6169 -4.6102 0.8518
O 5.5345 -5.3721 -0.3675
H 3.4787 -4.0420 0.8142
H 4.7816 -2.7774 0.4582
H 4.6516 -3.1038 2.0203
H 5.5619 -5.2597 1.7253
H 6.6459 -4.2526 0.8888
C -0.6472 5.7473 -5.8712
C -1.5275 6.8481 -6.2196
C -1.0447 8.1481 -5.9051
C 0.2199 8.3508 -5.3716
C 1.0902 7.2598 -5.1855
C 0.5793 5.9927 -5.3822
N 0.6102 9.7560 -4.9418
O -0.2565 10.6138 -4.9076
O 1.7054 9.9179 -4.4641
H -1.0199 4.7573 -6.0891
H -2.5492 6.6497 -6.5081
H -1.6883 8.9749 -6.1674
H 2.0994 7.3005 -4.8030
H 1.2372 5.1610 -5.1777
C -3.1757 6.2515 1.2838
C -3.5521 5.0048 1.8099
C -4.1369 4.0399 0.9157
C -4.4533 4.4379 -0.4097
C -4.1541 5.7619 -0.7953
C -3.4341 6.6336 0.0130
N -5.0715 3.5331 -1.3917
O -5.5728 2.4766 -0.9916
O -5.0328 3.6915 -2.5541
H -2.7470 6.9294 2.0070
H -3.3276 4.6790 2.8149
H -4.2901 3.0098 1.2016
H -4.3719 6.1627 -1.7742
H -3.1325 7.6366 -0.2507
C -7.4432 -3.6111 -6.1585
C -7.7118 -4.8838 -6.4104
C -6.7505 -5.8471 -6.6751
C -5.3626 -5.4932 -6.3949
C -5.0545 -4.1892 -5.9821
C -6.1505 -3.2917 -5.7979
N -4.2775 -6.5117 -6.5167
O -3.2763 -6.2458 -5.8650
O -4.4155 -7.4988 -7.1684
H -8.2910 -2.9680 -5.9738
H -8.7671 -5.0615 -6.5557
H -6.9896 -6.8615 -6.9582
H -4.0415 -3.8726 -5.7821
H -5.9100 -2.3450 -5.3372
C 1.1566 -8.8849 4.8136
C -0.2228 -8.6262 4.7402
C -0.7987 -8.1062 3.5275
C -0.0052 -8.0007 2.3872
C 1.3824 -8.2578 2.4900
C 1.9328 -8.6687 3.6948
N -0.5357 -7.5198 1.0761
O 0.1636 -7.0641 0.2013
O -1.7630 -7.6680 0.9631
H 1.6159 -9.1722 5.7479
H -0.8879 -8.7734 5.5783
H -1.8503 -7.8622 3.4957
H 1.9564 -8.2804 1.5755
H 2.9866 -8.8481 3.8490
C 4.6882 3.6911 3.2062
C 5.8455 3.2269 3.8165
C 6.5151 4.0290 4.7911
C 6.0363 5.3153 5.1748
C 4.8122 5.6976 4.6712
C 4.1247 4.9129 3.6765
N 6.8614 6.1580 5.9749
O 6.4241 7.2895 6.2094
O 7.8967 5.6676 6.4889
H 4.0683 3.1321 2.5208
H 6.3583 2.3326 3.4945
H 7.4206 3.6018 5.1959
H 4.4526 6.6603 5.0035
H 3.1629 5.1458 3.2439
C -0.5233 -0.2236 4.7562
C -0.5453 0.4264 5.9638
C -0.9357 -0.2209 7.1321
C -1.1989 -1.5715 7.1153
C -1.0553 -2.3195 5.9050
C -0.6539 -1.6260 4.7223
N -1.5253 -2.2971 8.4126
O -2.0054 -1.6002 9.3576
O -1.2686 -3.5049 8.5320
H -0.3924 0.3596 3.8566
H -0.5017 1.4944 6.1187
H -1.1548 0.2702 8.0687
H -1.2691 -3.3779 5.8810
H -0.5431 -2.1566 3.7881
```

Output
calculated total energy	-82089.019	eV
charge	+1
Kohn-Sham gap	2.9	eV
lowest unoccupied orbital energy	-0.213	Ha
HOMO level	-8.69	eV

Atomic partial charges in e from the Löwdin method, atoms 1 to 4:
1. N 0.352
2. H 0.147
3. H 0.163
4. H 0.161


| no. | strongest force on any atom (Eh/bohr) |
| --- | --- |
| 1 | 0.013 |
| 2 | 0.011 |
| 3 | 0.032 |
| 4 | 0.081 |
| 5 | 0.082 |